ORCA calculation (wB97M-V/def2-TZVPD) on a structure of composition C6H9ClIrN2O10S2Te at a distorted geometry.

Output
2S+1 = 2
HOMO-LUMO gap (spin up / spin down) = 7.84 / 7.45 eV
Lowest unoccupied orbital energy (spin up / spin down) = -0.0193 / -0.0721 hartree
Relative energy (zero: lowest compared OMol25 entry of this formula, charge and spin) = 24.3 kcal per mole
HOMO level (spin up / spin down) = -0.307 / -0.346 Eh

Structure (XYZ):
```
32
Properties=species:S:1:pos:R:3:forces:R:3:nbo_charge:R:1
Ir 1.600003 -0.166611 0.158621 -1.078 0.866 -0.720 0.995
O 3.924236 -2.170410 -2.305311 -0.177 -0.317 0.115 -0.915
S 2.903400 -1.288974 -1.858065 0.828 0.128 0.607 2.542
O 1.898890 -1.914767 -0.858986 -0.490 0.242 -0.589 -0.948
O 2.154576 -0.602910 -2.895263 0.108 0.139 -0.171 -0.987
O 3.493118 -0.249354 -0.828823 -0.183 -0.395 0.363 -0.948
O 2.008319 2.614876 3.367188 -0.043 -0.077 0.057 -0.766
Cl 1.696763 1.325172 2.883374 -0.244 0.214 -0.112 2.538
O 0.534329 0.759415 3.511782 -0.014 -0.136 0.072 -0.849
O 2.789808 0.407717 2.963383 0.107 0.005 -0.001 -0.822
O 1.327097 1.504967 1.414784 0.485 -0.107 -0.006 -0.852
C -2.970406 -2.351919 1.367742 -0.006 0.010 0.019 -0.275
O -2.334473 -1.228487 0.741571 0.053 -0.008 -0.003 -0.454
C -1.032681 -1.072387 0.834885 0.003 -0.189 0.166 0.920
O -0.506643 -0.132401 0.238119 0.183 -0.211 0.372 -0.593
N -0.304349 -1.961883 1.552485 -0.008 0.068 -0.090 -0.472
N 1.049122 -1.645327 1.746227 0.748 -0.007 0.070 -0.640
H -4.012923 -2.289450 1.078306 -0.002 0.002 0.001 0.229
H -2.895219 -2.279216 2.453710 0.003 0.001 -0.002 0.192
H -2.546257 -3.286673 1.000532 -0.005 0.000 -0.003 0.196
H -0.729518 -2.629085 2.173666 -0.033 0.047 0.027 0.409
H 1.640028 -2.460446 1.608446 -0.146 -0.095 -0.108 0.418
H 1.201164 -1.242922 2.671785 -0.015 0.000 -0.018 0.424
Te 1.850334 1.776930 -1.523295 -0.104 -0.097 -0.066 0.958
C -0.043322 2.336517 -2.139147 0.068 -0.069 0.068 -0.611
C -1.182603 1.582828 -2.256087 0.010 -0.114 0.002 -0.231
C -2.260578 2.312197 -2.808449 -0.035 0.017 -0.022 -0.258
C -1.924238 3.601808 -3.104180 0.000 -0.010 0.005 -0.403
S -0.300460 3.937683 -2.717278 -0.008 -0.003 -0.003 0.487
H -1.230944 0.543310 -1.963930 -0.003 0.096 -0.035 0.243
H -3.243391 1.899918 -2.983349 0.001 0.000 0.003 0.229
H -2.553176 4.369880 -3.524439 -0.004 0.001 0.001 0.244
```
Forces are in eV/Å.